A 11-piece molecular cluster, C74H70BF11N2O overall, computed with the ωB97M-V functional and the def2-TZVPD basis.

```
159
Properties=species:S:1:pos:R:3:mulliken_charge:R:1
C 8.1539 -4.0417 -2.5473 -0.4722
C 7.1190 -3.3811 -2.0438 -0.4653
C 5.8943 -2.4589 -1.5732 0.0442
C 4.5157 -3.3238 -1.3884 -0.8185
C 3.5771 -2.8176 -0.1816 -1.1214
C 2.5632 -1.6082 -0.5563 2.2477
C 3.3192 -0.3528 -1.2881 -1.1057
N 3.8897 0.5128 -1.9468 -0.7320
C 2.0584 -0.9981 0.8840 0.4080
C 0.4637 -0.9923 1.0643 -0.4315
N -0.7524 -0.9757 0.8654 -0.5927
B 2.6797 0.4978 1.2011 0.3382
O 4.0674 0.5105 1.6885 -0.5340
C 1.8746 1.9041 1.0597 -0.3866
C 1.0770 2.0966 -0.3388 -0.3313
C 1.3564 -2.0214 -1.5439 0.1336
F 1.8708 -2.2013 -2.9229 -0.4196
C 0.7214 -3.4748 -1.1483 -0.3993
C -0.6784 -3.7888 -1.8881 -0.9893
H 9.1506 -4.3458 -3.0340 0.3647
H 5.6729 -1.7250 -2.4554 0.2190
H 6.1087 -1.7960 -0.6593 0.2292
H 4.8766 -4.3967 -1.0937 0.4348
H 3.9980 -3.4393 -2.4068 0.2788
H 3.0316 -3.7116 0.3278 0.3733
H 4.2823 -2.3917 0.6494 0.5251
H 2.4772 -1.6852 1.7330 0.3022
H 4.7066 0.5033 0.9360 0.3405
H 1.1560 2.1048 1.9579 0.2119
H 2.6627 2.7607 1.1081 0.2283
H 0.7190 3.2040 -0.3984 0.2110
H 0.1016 1.4586 -0.4008 0.1498
H 1.7301 1.9235 -1.2718 -0.0153
H 0.5355 -1.1988 -1.6572 0.4240
H 1.4772 -4.2905 -1.5041 0.1863
H 0.6678 -3.5142 0.0120 0.3584
H -1.3175 -4.5303 -1.2555 0.1898
H -1.2968 -2.8582 -2.1618 0.3617
H -0.4315 -4.3733 -2.8684 0.1880
F -0.7586 5.4959 0.9018 -0.3566
C -1.8871 4.8035 0.6734 0.3150
C -2.5247 4.9240 -0.5528 -0.6548
C -3.6909 4.2028 -0.7914 -0.4080
C -4.2121 3.3768 0.2031 -0.5437
C -3.5665 3.2669 1.4323 -0.1777
C -2.3947 3.9796 1.6673 -0.1918
H -2.1088 5.5775 -1.3116 0.4915
H -4.1932 4.2841 -1.7502 0.4465
H -5.1244 2.8174 0.0176 0.3949
H -3.9753 2.6268 2.2060 0.1758
H -1.8745 3.8987 2.6151 0.5177
F 0.2164 -6.9432 -1.2361 -0.3436
C -0.9178 -7.6241 -1.4615 0.3936
C -1.5598 -7.4955 -2.6858 -0.1721
C -2.7337 -8.2057 -2.9213 -0.4624
C -3.2588 -9.0283 -1.9262 -0.5324
C -2.6096 -9.1463 -0.6991 -0.4665
C -1.4298 -8.4450 -0.4674 -0.5380
H -1.1413 -6.8443 -3.4451 0.4420
H -3.2390 -8.1181 -3.8779 0.3876
H -4.1771 -9.5786 -2.1090 0.3866
H -3.0225 -9.7842 0.0761 0.4507
H -0.9069 -8.5321 0.4783 0.4604
F 2.4793 5.4381 -6.3539 -0.3430
C 2.2875 4.1896 -5.8990 0.2353
C 1.3971 3.3524 -6.5572 -0.2120
C 1.2019 2.0563 -6.0886 -0.5100
C 1.8908 1.6148 -4.9603 -0.4044
C 2.7782 2.4644 -4.3041 -0.0709
C 2.9823 3.7570 -4.7790 -0.7667
H 0.8635 3.7158 -7.4284 0.4309
H 0.5136 1.3913 -6.6008 0.3896
H 1.7346 0.6045 -4.5924 0.4592
H 3.3104 2.1197 -3.4229 0.4269
H 3.6758 4.4285 -4.2857 0.4410
F -0.5554 -11.0132 -2.7381 -0.2316
C 0.1706 -11.0659 -3.8636 0.2382
C 0.1815 -12.2328 -4.6138 -0.4259
C 0.9314 -12.2859 -5.7855 -0.4064
C 1.6705 -11.1748 -6.1879 -0.4462
C 1.6562 -10.0100 -5.4243 -0.5195
C 0.8977 -9.9530 -4.2586 -0.1006
H -0.3931 -13.0897 -4.2806 0.4037
H 0.9407 -13.1915 -6.3839 0.3575
H 2.2589 -11.2184 -7.0998 0.3597
H 2.2357 -9.1469 -5.7370 0.3605
H 0.8680 -9.0516 -3.6570 0.4102
F 11.1838 -5.0145 -0.5625 -0.3269
C 11.0734 -3.9761 0.2799 0.2327
C 12.1585 -3.1325 0.4681 -0.4107
C 12.0424 -2.0521 1.3383 -0.3489
C 10.8455 -1.8340 2.0187 -0.4371
C 9.7640 -2.6904 1.8259 -0.3865
C 9.8764 -3.7641 0.9475 -0.2655
H 13.0840 -3.3228 -0.0635 0.3990
H 12.8828 -1.3815 1.4869 0.3515
H 10.7571 -0.9934 2.7008 0.3618
H 8.8339 -2.5214 2.3596 0.3763
H 9.0420 -4.4352 0.7787 0.4435
F -3.4547 2.3937 4.3627 -0.2427
C -3.6411 1.1449 4.8194 0.5505
C -4.5222 0.3021 4.1580 -0.5924
C -4.7115 -0.9944 4.6275 -0.1384
C -4.0254 -1.4299 5.7600 -0.6487
C -3.1469 -0.5734 6.4195 -0.4145
C -2.9490 0.7196 5.9435 -0.5432
H -5.0533 0.6608 3.2835 0.4004
H -5.3927 -1.6645 4.1126 0.4416
H -4.1769 -2.4404 6.1283 0.4036
H -2.6165 -0.9129 7.3037 0.3687
H -2.2623 1.3967 6.4388 0.4188
F -2.2851 8.1203 6.5688 -0.2595
C -1.5532 8.0715 5.4440 0.3093
C -1.5293 6.9032 4.6966 -0.4822
C -0.7747 6.8540 3.5276 -0.0064
C -0.0441 7.9707 3.1254 -0.6702
C -0.0714 9.1371 3.8862 -0.4362
C -0.8346 9.1901 5.0491 -0.2563
H -2.0975 6.0418 5.0297 0.5220
H -0.7551 5.9492 2.9326 0.1849
H 0.5478 7.9301 2.2157 0.4030
H 0.5015 10.0045 3.5735 0.3582
H -0.8745 10.0925 5.6486 0.3044
F -6.7026 -3.1937 2.4956 -0.3360
C -5.9948 -4.3142 2.7066 0.3152
C -4.6110 -4.2728 2.6196 -0.2718
C -3.8761 -5.4335 2.8432 -0.5251
C -4.5345 -6.6256 3.1409 -0.4800
C -5.9248 -6.6570 3.2209 -0.3862
C -6.6592 -5.4938 3.0082 -0.4872
H -4.1166 -3.3382 2.3787 0.6035
H -2.7924 -5.4101 2.7851 0.4096
H -3.9607 -7.5320 3.3110 0.4000
H -6.4361 -7.5871 3.4488 0.3645
H -7.7412 -5.4980 3.0751 0.4054
F -2.8812 5.8033 -4.3608 -0.2278
C -2.6077 6.2842 -5.5836 0.3066
C -3.6256 6.8511 -6.3366 -0.4869
C -3.3409 7.3545 -7.6028 -0.3332
C -2.0433 7.2756 -8.1060 -0.5796
C -1.0299 6.6998 -7.3432 -0.2916
C -1.3122 6.2064 -6.0729 -0.3624
H -4.6305 6.8962 -5.9319 0.4073
H -4.1284 7.8071 -8.1972 0.3565
H -1.8228 7.6647 -9.0958 0.3568
H -0.0206 6.6355 -7.7380 0.4118
H -0.5338 5.7631 -5.4621 0.4354
F -6.7076 13.2846 6.6916 -0.3137
C -6.0019 12.1638 6.9063 0.2719
C -4.6180 12.2022 6.8179 -0.4321
C -3.8853 11.0406 7.0457 -0.2301
C -4.5456 9.8512 7.3486 -0.4482
C -5.9359 9.8229 7.4299 -0.4016
C -6.6683 10.9867 7.2132 -0.3755
H -4.1221 13.1348 6.5730 0.4003
H -2.8017 11.0614 6.9867 0.3110
H -3.9745 8.9459 7.5217 0.4681
H -6.4487 8.8947 7.6620 0.3587
H -7.7502 10.9850 7.2811 0.3985
```

The HOMO-LUMO gap comes out at 9.07 eV. As for the largest force on an atom: 7.9 eV/A. The total charge is 0. As for the SMILES: C#CCCC[C@](C#N)([C@H](C#N)B(O)CC)[C@@H](F)CC.Fc1ccccc1.Fc1ccccc1.Fc1ccccc1.Fc1ccccc1.Fc1ccccc1.Fc1ccccc1.Fc1ccccc1.Fc1ccccc1.Fc1ccccc1.Fc1ccccc1.